{
  "formula": "C9H13NOSSi",
  "method": "ωB97M-V/def2-TZVPD",
  "fmax_ev_per_a": 4.9,
  "homo_lumo_gap_ev": 7.0,
  "energy_ev": -31791.649,
  "multiplicity": 1,
  "species": ["C", "C", "C", "C", "C", "C", "C", "C", "C", "N", "O", "Si", "S", "H", "H", "H", "H", "H", "H", "H", "H", "H", "H", "H", "H", "H"],
  "xyz": [[3.846218, -2.239133, -0.436247], [2.446743, 1.809529, 1.125094], [3.122824, 0.619238, 0.988690], [1.773037, 2.357974, 0.034598], [2.960463, 0.145296, -0.361149], [-1.686629, -1.454241, -1.515696], [-1.866854, 1.516787, -0.564806], [-0.860557, -0.665119, 1.400181], [3.170646, -1.077038, -1.002526], [4.419307, -3.131681, 0.004837], [0.638206, 0.127356, -1.077347], [-0.963223, -0.040184, -0.358024], [1.799766, 1.195691, -1.233967], [2.553266, 2.384684, 2.108712], [3.763830, 0.254368, 1.743291], [1.588593, 3.480963, -0.041703], [-2.209799, -2.194079, -0.900202], [-2.419994, -1.076578, -2.168069], [-0.878390, -1.955521, -2.080945], [-1.279675, 2.435709, -0.279683], [-2.330841, 1.540084, -1.641932], [-2.646233, 1.812490, 0.223433], [-1.325090, -1.767618, 1.425304], [0.048108, -0.625457, 1.872967], [-1.588214, 0.003663, 2.059364], [2.880075, -1.171485, -2.008860]],
  "atomic_forces_ev_per_a": [[-0.675, 1.533, -0.199], [0.954, 0.877, 2.217], [-0.751, 0.692, -1.599], [-0.451, 1.090, -0.691], [0.683, -3.020, 0.374], [1.422, 0.260, 1.711], [-1.747, 2.573, 0.000], [-4.801, -0.678, 0.132], [0.864, 1.276, 1.967], [0.063, -0.278, 0.077], [-2.119, -0.506, 0.225], [0.909, -1.874, -1.000], [0.350, 1.796, 0.761], [-0.309, -0.747, -1.529], [0.501, -0.708, 0.395], [-0.044, -2.059, -0.381], [0.246, -0.014, 0.007], [-0.796, 0.630, -1.106], [-0.430, 0.277, 0.293], [0.253, -0.865, -1.231], [0.894, 0.438, 2.103], [0.299, -1.419, -1.193], [1.203, 2.386, 0.071], [2.374, -0.125, 1.004], [1.348, -1.373, -1.314], [-0.240, -0.163, -1.094]]
}

{
  "formula": "C9H13NS2",
  "method": "ωB97M-V/def2-TZVPD",
  "fmax_ev_per_a": 4.9,
  "homo_lumo_gap_ev": 8.4,
  "energy_ev": -32698.875,
  "multiplicity": 1,
  "species": ["C", "C", "C", "C", "C", "C", "C", "C", "C", "N", "S", "S", "H", "H", "H", "H", "H", "H", "H", "H", "H", "H", "H", "H", "H"],
  "xyz": [[1.200277, -1.252976, 0.633392], [0.314429, -2.229184, 0.030401], [0.617581, -0.050927, 0.380849], [-0.684417, -1.580247, -0.530487], [1.155695, 2.278256, 2.319581], [1.389649, 2.019402, 1.080706], [-1.373892, 0.884995, -0.774338], [-3.338906, -2.204996, -0.163838], [2.690314, 1.538679, -1.187014], [-0.433700, -0.205388, -0.398997], [-2.013115, -2.176768, -1.462883], [1.909398, 2.857042, -0.325229], [2.302768, -1.402579, 0.944475], [0.377980, -3.326418, 0.061720], [1.753231, 2.991735, 2.870342], [0.529281, 1.532676, 2.971467], [-1.678707, 0.643197, -1.787718], [-2.058111, 1.012310, 0.115001], [-0.631438, 1.746169, -0.689109], [-2.736453, -2.520104, 0.643332], [-4.201046, -2.855248, -0.265298], [-3.676773, -1.172496, -0.091889], [3.127386, 1.839791, -2.077495], [1.933447, 0.681379, -1.527924], [3.525122, 0.951700, -0.769049]],
  "atomic_forces_ev_per_a": [[2.156, -1.184, 0.270], [2.550, -1.824, 1.767], [2.293, 3.253, 1.427], [-1.799, 1.855, -1.471], [-0.814, -1.835, 3.130], [-1.471, -3.413, -3.239], [2.706, 0.260, 2.207], [0.494, 0.975, -0.859], [-1.144, -3.887, -0.412], [-2.392, 0.107, -0.391], [-0.865, -0.631, -0.576], [0.401, 0.038, 0.693], [-2.324, 0.157, -0.122], [0.212, 0.714, -0.061], [-0.315, 0.562, -0.093], [1.309, 1.549, -1.409], [-0.791, 0.523, 0.274], [-0.104, -0.129, -1.654], [-1.503, -0.554, -0.721], [0.069, -0.125, 1.422], [0.233, -0.268, -0.649], [-0.105, -0.118, 0.460], [0.489, 1.384, -1.845], [1.188, 1.970, 0.952], [-0.471, 0.619, 0.898]]
}

{
  "formula": "C9H13O7PSi",
  "method": "ωB97M-V/def2-TZVPD",
  "smiles": "O=C1C=C(O)C(=O)C=C1O.C=CC[SiH2]P(=O)(O)O",
  "fmax_ev_per_a": 4.4,
  "homo_lumo_gap_ev": 6.9,
  "energy_ev": -41041.866,
  "multiplicity": 1,
  "species": ["O", "C", "C", "C", "O", "C", "O", "C", "C", "O", "H", "H", "H", "H", "C", "C", "C", "Si", "P", "O", "O", "O", "H", "H", "H", "H", "H", "H", "H", "H", "H"],
  "xyz": [[2.444015, 0.997913, -5.692670], [1.889145, 1.085246, -4.613975], [0.567203, 1.695761, -4.454548], [0.003334, 1.784957, -3.248134], [-1.217599, 2.342828, -3.079688], [0.691113, 1.274920, -2.026979], [0.149810, 1.391721, -0.940423], [2.001477, 0.643317, -2.188533], [2.564586, 0.550721, -3.395682], [3.772084, -0.030434, -3.567438], [0.079932, 2.063720, -5.347026], [-1.397959, 2.288070, -2.123409], [2.481920, 0.261775, -1.297600], [3.955451, 0.030394, -4.523371], [-3.193196, -1.864069, 3.204589], [-2.198273, -2.626380, 2.603942], [-1.420784, -2.130368, 1.333363], [-0.206764, -0.690131, 1.611347], [-0.027165, 0.042637, 3.687719], [-0.588130, -0.865418, 4.767124], [1.649667, 0.166279, 3.994787], [-0.590114, 1.650109, 3.832389], [-3.302871, -1.900064, 4.315407], [-3.872310, -1.263333, 2.533955], [-1.929676, -3.648997, 3.003401], [-0.900757, -2.992232, 0.813140], [-2.209146, -1.759440, 0.597394], [1.130329, -1.149360, 1.186494], [-0.572560, 0.450349, 0.752933], [1.661776, 0.443604, 4.934819], [-1.414534, 1.755904, 3.326676]],
  "atomic_forces_ev_per_a": [[0.233, -0.169, 0.236], [-0.544, 0.330, -0.451], [0.293, -0.106, -0.208], [-0.912, 0.480, -0.456], [0.859, -0.470, 0.376], [0.580, -0.332, 0.350], [-0.064, 0.403, -0.634], [-0.354, 0.130, 0.283], [0.945, -0.551, 0.442], [-0.890, 0.509, -0.364], [0.008, 0.005, 0.026], [-0.067, 0.056, -0.018], [0.008, 0.019, -0.024], [0.081, -0.032, 0.013], [1.310, -1.373, -1.169], [-0.911, 0.825, 0.250], [-1.864, -1.243, -0.267], [-0.187, -0.731, -1.427], [0.741, 0.094, 4.288], [0.543, 1.634, -2.022], [-2.659, 0.741, -0.415], [0.819, -2.154, -0.715], [-0.672, -0.459, -1.249], [1.251, 0.201, 1.107], [0.421, 1.735, 0.183], [-0.447, 1.004, 0.630], [0.979, -0.227, 0.723], [0.147, 0.108, 0.184], [-0.205, -0.133, 0.486], [0.286, -0.254, -0.415], [0.271, -0.038, 0.258]]
}

{
  "formula": "C9H14",
  "method": "ωB97M-V/def2-TZVPD",
  "s_squared": 0.76,
  "fmax_ev_per_a": 0.9,
  "homo_lumo_gap_ev": [3.2, 7.4],
  "energy_ev": -9558.770,
  "multiplicity": 2,
  "total_charge": -1,
  "species": ["C", "C", "C", "C", "C", "C", "C", "H", "H", "H", "H", "H", "H", "H", "H", "C", "C", "H", "H", "H", "H", "H", "H"],
  "xyz": [[-2.821934, 1.047748, -0.417955], [0.738627, 0.347327, 1.925938], [0.645635, 1.462519, 1.103778], [-0.355049, -0.591133, 1.957186], [-0.488245, 1.704120, 0.344320], [-1.473758, -0.328941, 1.191896], [-1.632315, 0.835644, 0.435704], [1.590702, 0.227886, 2.591079], [1.460745, 2.173511, 1.022497], [-0.234110, -1.532265, 2.488833], [-0.515789, 2.584322, -0.295593], [-2.343687, -0.991226, 1.267360], [-3.580743, 0.262007, -0.337362], [-2.559398, 1.085163, -1.499891], [-3.315990, 2.006699, -0.219353], [2.256219, -1.555111, -0.849394], [1.431872, -1.015536, -2.014297], [3.323013, -1.356118, -1.027292], [2.044741, -1.097906, 0.111029], [2.126946, -2.632761, -0.767913], [1.544881, 0.060154, -2.152670], [1.788296, -1.466666, -2.947044], [0.369337, -1.229436, -1.910855]],
  "atomic_forces_ev_per_a": [[-0.293, 0.291, -0.622], [0.209, 0.203, 0.343], [-0.246, -0.266, 0.031], [0.612, -0.229, -0.101], [-0.001, 0.503, -0.430], [-0.789, 0.347, 0.150], [0.281, -0.789, 0.338], [0.000, -0.071, -0.129], [0.162, -0.011, 0.139], [-0.198, 0.111, 0.036], [-0.077, -0.070, 0.007], [0.265, -0.088, -0.164], [0.127, -0.005, 0.254], [0.074, 0.029, 0.138], [-0.095, 0.040, 0.007], [0.504, 0.175, -0.243], [0.207, 0.020, -0.175], [-0.103, -0.160, -0.075], [-0.452, 0.107, 0.054], [0.022, -0.111, 0.112], [-0.077, 0.044, 0.256], [-0.129, -0.109, -0.021], [-0.005, 0.038, 0.094]]
}